No. 1
116
Properties=species:S:1:pos:R:3:forces:R:3:mulliken_charge:R:1 method="wB97M-V/def2-TZVPD" e_lumo_ev="-0.4 / -0.7" spin_multiplicity=2 relative_energy_kcal_mol=9.5
Pb -1.163704 -1.588989 0.166994 -0.4 0.1 0.0 3.630
N -4.885531 -1.450068 1.410082 0.3 0.0 0.1 0.287
C -4.702510 -2.918677 1.220966 0.5 -0.6 -0.1 0.598
C -6.001703 -3.624786 1.579555 -0.1 -0.1 0.1 -1.960
P -4.142881 -3.463662 -0.472212 -0.1 0.3 -0.5 0.654
O -5.028327 -2.528414 -1.439859 0.1 0.0 0.2 -0.708
O -4.473737 -4.895133 -0.595330 -0.1 -0.1 0.3 -0.825
O -2.681056 -3.102696 -0.676278 0.1 0.3 0.0 -1.046
P -3.389822 -3.335002 2.472256 0.4 -0.1 0.3 0.380
O -3.305203 -4.931506 2.369885 -0.1 0.1 -0.1 -0.664
O -3.922978 -2.882524 3.783370 -0.2 0.0 0.0 -0.896
O -2.058311 -2.723534 2.073848 -0.2 -0.1 -0.1 -0.234
H -5.781415 -1.136580 1.039444 0.0 0.0 0.0 0.561
H -4.102505 -0.876076 0.939975 -0.3 0.0 0.1 -0.738
H -4.832024 -1.292449 2.425143 -0.2 0.1 0.0 0.491
H -6.825069 -3.240927 0.970491 0.0 0.0 0.0 0.507
H -6.226004 -3.505740 2.641392 0.0 0.1 0.0 0.486
H -5.898145 -4.683843 1.359901 0.0 0.0 0.0 0.364
H -4.509720 -1.768157 -1.779165 0.0 0.0 -0.1 0.358
H -3.232992 -5.223169 1.443587 -0.1 -0.1 0.1 0.381
C -0.101874 -2.993684 -4.186855 0.0 0.0 0.0 -1.003
C 0.627748 -4.163106 -4.058762 0.0 0.1 0.1 -0.727
C 0.983063 -4.607025 -2.794800 0.0 0.0 0.1 -0.727
C 0.578451 -3.875537 -1.682671 -0.1 0.0 -0.4 0.219
N -0.095741 -2.732954 -1.829858 0.2 -0.2 0.1 0.698
C -0.437565 -2.301973 -3.033659 0.1 0.0 -0.1 -0.578
C 0.844354 -4.312391 -0.287084 0.2 -0.2 0.3 0.561
C 1.326000 -5.579915 0.024676 0.0 0.0 -0.1 -1.017
C 1.530829 -5.917487 1.352729 0.0 0.1 0.0 -0.729
C 1.262178 -4.981208 2.337233 0.1 0.0 0.0 -0.910
C 0.787316 -3.740087 1.946737 0.1 -0.1 0.1 -0.380
N 0.585279 -3.421610 0.674455 0.2 -0.2 -0.1 0.671
H -0.408183 -2.626831 -5.155157 0.0 0.0 0.0 0.511
H 0.914849 -4.730896 -4.933443 0.0 0.0 0.0 0.431
H 1.561165 -5.512668 -2.687295 0.0 0.0 0.0 0.484
H -0.992263 -1.371186 -3.064659 0.0 0.0 0.0 0.462
H 1.518100 -6.306810 -0.749895 0.0 0.0 0.0 0.418
H 1.891441 -6.903640 1.612163 0.0 0.0 0.0 0.431
H 1.411881 -5.204799 3.383015 0.0 0.0 0.0 0.504
H 0.553282 -2.971358 2.673432 -0.1 0.0 0.0 0.352
C -2.564078 0.027228 4.404001 0.1 -0.3 0.2 -0.956
O -2.228275 0.012038 2.983864 -0.9 0.3 0.0 0.068
C -1.016315 -0.173878 2.609471 1.2 0.2 0.7 0.694
O 0.013489 -0.168529 3.228631 -0.5 -0.2 -0.4 -0.603
H -2.987654 -0.952367 4.628068 0.0 0.0 0.0 0.334
H -3.302131 0.812345 4.544093 0.1 0.0 -0.1 0.235
H -1.672581 0.215074 4.998107 0.0 0.1 -0.1 0.371
C 6.887237 4.199397 3.370105 -0.1 0.0 0.0 -1.664
C 5.767788 3.373394 2.803802 -0.1 0.1 0.0 0.613
C 5.895367 2.022432 2.528032 0.1 0.0 0.0 -0.857
C 4.849760 1.299988 1.975029 -0.2 -0.2 -0.1 0.392
C 5.063900 -0.166204 1.699485 0.0 0.1 0.0 -1.562
C 3.621786 1.919874 1.671899 0.2 0.0 0.2 0.057
Te 2.242124 0.527306 0.748464 0.2 0.7 -0.2 0.761
N 0.757008 1.786615 0.578945 0.0 0.6 0.4 -0.105
C -0.020266 1.479327 -0.446464 1.0 -0.4 0.2 -0.971
O 0.148353 0.421537 -1.108780 -0.5 0.0 -0.7 -0.474
C -0.942445 2.579548 -0.839947 -0.2 0.0 -0.1 0.991
C -1.255961 2.750092 -2.183378 0.0 -0.2 0.0 -0.221
C -1.894873 3.903963 -2.607508 0.0 0.0 -0.1 -0.822
C -2.239633 4.884911 -1.690596 0.0 0.0 -0.1 -0.555
C -1.972649 4.693782 -0.342166 -0.1 0.0 0.1 -1.078
C -1.327910 3.546085 0.084598 -0.1 0.0 0.0 0.083
C 3.228066 0.486504 -1.176977 -0.1 -0.2 0.0 0.861
C 3.637835 -0.758151 -1.666087 0.0 0.0 0.1 1.067
C 3.598102 -2.042977 -0.878329 0.0 0.1 -0.1 -2.206
C 4.185425 -0.835935 -2.945415 0.0 0.1 0.0 -0.965
C 4.321935 0.277679 -3.754223 0.0 -0.1 0.1 0.753
C 4.881819 0.175367 -5.144029 0.0 0.0 0.1 -1.680
C 3.928697 1.507249 -3.239180 0.0 0.0 0.0 -1.001
C 3.391880 1.634129 -1.967533 -0.1 0.2 0.3 0.838
C 3.051715 3.004202 -1.452235 0.0 0.0 -0.1 -1.440
C 3.460201 3.284254 1.988007 0.0 0.0 0.0 1.556
C 2.242385 4.159287 1.823836 -0.1 -0.2 -0.1 -1.851
C 4.547638 3.966586 2.534841 0.1 -0.2 0.0 -0.637
H 7.772479 3.599424 3.571765 0.0 0.0 0.0 0.347
H 6.567768 4.678183 4.296265 0.1 0.0 0.0 0.370
H 7.153757 4.991927 2.669478 0.1 0.0 0.0 0.344
H 6.828915 1.517263 2.746844 0.0 0.0 0.0 0.321
H 6.013546 -0.501178 2.111947 0.0 0.0 0.0 0.511
H 5.073893 -0.352522 0.622887 0.1 -0.1 0.0 0.159
H 4.266163 -0.764247 2.146425 0.1 -0.1 0.0 0.179
H -0.971804 1.976991 -2.885701 0.0 0.0 0.0 0.394
H -2.105094 4.045426 -3.659848 0.0 0.0 0.0 0.437
H -2.710656 5.800437 -2.025068 -0.1 0.0 0.0 0.426
H -2.263426 5.448542 0.376662 0.0 0.0 0.0 0.445
H -1.116384 3.396930 1.134609 0.1 0.0 0.0 0.502
H 2.933530 -1.986841 -0.022700 -0.1 -0.2 0.1 0.009
H 4.601947 -2.293050 -0.526510 0.0 0.0 0.1 0.511
H 3.263401 -2.859735 -1.517271 0.0 0.0 0.0 0.560
H 4.512917 -1.804525 -3.306944 0.0 0.0 0.0 0.335
H 5.226838 -0.834823 -5.356560 0.0 0.0 0.0 0.356
H 5.717235 0.864037 -5.272389 0.0 0.0 0.0 0.366
H 4.118991 0.439944 -5.877690 0.0 0.0 0.0 0.350
H 4.045267 2.396073 -3.848662 0.0 0.0 0.0 0.430
H 3.043233 3.728490 -2.265112 0.0 0.0 0.0 0.432
H 3.799392 3.314561 -0.719812 0.0 0.1 0.0 0.276
H 2.079112 3.013546 -0.964514 0.0 0.1 0.0 0.179
H 1.392145 3.625606 1.436281 -0.2 -0.1 -0.1 -0.334
H 2.476603 4.988563 1.153048 0.0 0.0 0.0 0.440
H 1.981216 4.581459 2.796157 0.0 0.0 0.0 0.674
H 4.418712 5.019423 2.761159 0.0 0.0 0.0 0.469
Cl -7.070505 5.358715 -0.026473 -0.1 0.1 0.0 -0.233
C -6.151622 3.910605 -0.282744 0.1 0.0 0.0 0.463
C -5.578801 3.269365 0.803490 -0.1 0.0 0.0 -1.071
C -4.805009 2.142740 0.586410 0.1 0.0 -0.1 0.178
C -4.604812 1.660574 -0.702953 0.2 0.0 0.0 0.429
C -5.209678 2.303187 -1.775798 0.1 0.0 0.0 -0.237
C -5.978748 3.436142 -1.573632 0.0 0.0 0.0 -0.904
C -3.750256 0.439693 -0.941609 -0.2 -0.2 0.4 -0.198
O -3.723121 -0.089469 -2.052125 0.1 0.1 -0.1 -1.016
O -3.165368 -0.031644 0.112448 0.0 0.3 -0.4 0.091
H -5.730318 3.657426 1.801375 0.0 0.0 0.0 0.437
H -4.329509 1.637507 1.416464 0.1 0.0 0.0 0.305
H -5.056952 1.900961 -2.768051 0.0 0.0 0.0 0.504
H -6.439408 3.949237 -2.406325 0.0 0.0 0.0 0.444

=====

No. 2
54
Properties=species:S:1:pos:R:3:forces:R:3:mulliken_charge:R:1 method="wB97M-V/def2-TZVPD" e_lumo_ev="0.2 / 0.2" spin_multiplicity=2
C -0.056211 1.453662 2.244283 0.1 0.2 -0.1 -0.495
C -0.320889 1.371065 1.077704 -0.7 -0.1 0.0 -1.141
C -0.841911 1.306739 -0.300597 0.6 0.0 1.2 3.002
P 0.614625 1.443262 -1.464055 -0.3 0.0 -1.0 -0.004
O 1.484413 2.677468 -0.830205 0.0 -0.4 0.1 -0.457
Cl 1.732306 -0.222145 -0.902865 -0.1 0.2 0.2 -0.161
C -1.776229 2.508467 -0.585469 0.4 -0.6 -0.6 -2.095
C -3.271700 2.247685 -0.249979 -0.5 1.5 0.0 1.765
C -4.080452 2.084646 -1.546475 0.3 -0.5 0.3 -1.975
C -3.823946 3.511581 0.441102 0.4 -0.1 0.1 -1.774
N -3.457676 1.120009 0.697310 1.2 0.1 -0.1 0.711
O -3.218947 1.432726 1.918079 -0.5 0.0 0.0 -0.598
C -2.883655 -0.177436 0.262721 0.2 -1.4 -0.1 1.569
C -3.899281 -1.017960 -0.554114 -0.3 0.3 0.9 -1.396
C -2.508580 -1.048160 1.480480 -0.1 -0.2 -0.5 -1.688
C -1.606748 0.010001 -0.596871 -0.3 0.6 -0.7 -2.615
H 0.123273 1.596462 3.282687 0.1 -0.1 0.0 0.484
H 2.366488 2.374879 -0.576454 0.0 0.2 0.2 0.289
H -1.722253 2.675816 -1.668689 0.0 0.1 0.0 0.459
H -1.376695 3.403129 -0.113352 -0.1 0.0 0.2 0.457
H -5.143305 2.065137 -1.305570 0.0 -0.1 -0.2 0.376
H -3.867021 2.933110 -2.193376 -0.1 0.1 0.0 0.494
H -3.794617 1.184250 -2.088793 -0.1 0.0 -0.1 0.406
H -3.139055 3.858435 1.212041 -0.1 -0.1 0.1 0.409
H -4.787125 3.295106 0.899707 -0.1 0.1 -0.1 0.414
H -3.904341 4.320668 -0.286273 -0.2 -0.1 -0.1 0.433
H -4.449197 -1.627283 0.162944 -0.1 0.0 -0.1 0.132
H -3.372848 -1.702875 -1.216749 -0.1 0.1 -0.2 0.349
H -4.639973 -0.409351 -1.066623 0.2 -0.1 -0.3 0.307
H -1.501849 -0.852652 1.836942 -0.1 0.3 0.3 0.365
H -2.514589 -2.081487 1.120643 0.1 0.0 0.0 0.441
H -3.254545 -0.986756 2.268813 0.1 0.2 0.1 0.346
H -0.978975 -0.878150 -0.538757 0.0 0.0 0.3 0.837
H -1.911826 0.081061 -1.649368 0.1 0.0 0.0 0.396
C 5.629826 -1.698670 -1.980084 0.0 0.0 0.0 0.352
Cl 4.924265 -0.188448 -2.563706 0.1 0.0 0.0 -0.100
Cl 4.488507 -2.511126 -0.904122 0.1 0.0 -0.2 -0.080
Cl 5.993870 -2.748072 -3.356779 0.0 0.0 0.0 -0.102
Cl 7.122119 -1.347453 -1.105148 -0.2 0.0 0.2 -0.086
C 11.183367 -0.804563 -3.210432 0.0 0.0 0.0 0.334
Cl 11.579384 -0.112336 -4.787352 0.0 0.0 0.0 -0.101
Cl 11.263777 0.459109 -1.976786 0.0 0.0 0.0 -0.108
Cl 9.552377 -1.477864 -3.249114 0.2 0.0 -0.1 -0.026
Cl 12.341021 -2.081130 -2.820073 0.0 0.0 0.0 -0.100
C 5.342047 -2.198394 3.397137 0.0 0.0 0.0 0.299
Cl 4.137392 -1.501733 2.311463 0.0 0.1 0.1 -0.019
Cl 6.722513 -2.770984 2.454530 0.0 0.0 0.0 -0.085
Cl 5.882354 -0.969856 4.546312 0.0 0.0 0.0 -0.100
Cl 4.628342 -3.554615 4.276717 0.0 0.0 0.0 -0.101
C -7.003327 -2.888605 1.959794 0.0 0.0 0.0 0.366
Cl -6.852332 -1.132503 1.835692 0.0 0.0 0.0 -0.064
Cl -6.432452 -3.638316 0.463050 -0.1 0.0 0.0 -0.115
Cl -6.024817 -3.465840 3.311859 0.0 0.0 0.0 -0.099
Cl -8.694875 -3.319719 2.226224 0.0 0.0 0.0 -0.109